1.
24
Properties=species:S:1:pos:R:3:forces:R:3 method="wB97M-V/def2-TZVPD" largest_force_ha_per_bohr=0.122 homo_energy_ev=-9.814 orbital_gap_ev=9.40 e_above_lowest_kcal_mol=113.5 smiles="CC(C)N1C(=O)CN(C)S1(=O)=O"
C -2.576146 -0.190734 1.435737 1.820 2.226 -1.262
C -1.986656 0.069024 0.051247 -0.818 -0.962 -0.535
C -2.069514 -1.117720 -0.887134 -4.128 1.335 0.641
N -0.651072 0.507806 -0.049254 2.344 -4.985 2.949
C -0.101772 1.627401 -0.370458 2.455 0.023 -0.833
O -0.662866 2.591492 -0.797624 -0.752 2.122 -0.268
C 1.413297 1.387028 -0.453123 3.152 1.912 0.885
N 1.929416 0.268828 0.391287 -0.468 1.028 -0.710
C 3.374831 0.068799 0.121038 0.130 -0.136 4.467
S 0.904633 -1.000302 0.099834 -1.370 2.843 1.868
O 0.873799 -1.931109 1.195849 -0.309 0.905 -0.805
O 0.992524 -1.436714 -1.230513 0.071 -1.105 -1.779
H -2.359903 0.691196 2.020000 -0.328 0.093 0.525
H -3.564560 -0.493749 1.451021 -2.286 0.084 -0.426
H -2.101502 -0.999190 1.811046 1.971 -2.550 1.719
H -2.506846 0.904338 -0.300088 -1.154 1.314 -1.158
H -1.497731 -1.855947 -0.536875 2.154 -3.209 2.049
H -1.579108 -0.945456 -1.786867 -0.042 0.740 -2.149
H -3.119447 -1.547070 -0.900332 1.174 0.664 -0.593
H 1.694029 1.173650 -1.472008 -0.439 -0.227 -0.791
H 2.223277 2.226051 -0.229911 -2.500 -0.979 -0.029
H 4.007744 0.412844 1.035144 -1.365 -0.571 -1.199
H 3.511978 -0.964437 0.056627 0.674 -1.662 -0.293
H 3.851595 0.553970 -0.654641 0.016 1.096 -2.273


2.
55
Properties=species:S:1:pos:R:3:forces:R:3 method="wB97M-V/def2-TZVPD" largest_force_ha_per_bohr=0.043 homo_energy_ev="-11.277 / -11.419" orbital_gap_ev="8.90 / 5.97" total_charge=+1 multiplicity=3
Au 1.387292 0.865519 -0.658074 -0.264 0.051 -0.421
C -2.354112 -1.042999 -3.090365 0.304 0.031 0.039
C -1.586121 0.111207 -2.441158 -0.068 0.059 -0.054
C -1.671827 1.361146 -3.316236 0.191 -0.163 0.151
C -2.136279 0.341410 -1.052331 0.434 -0.340 0.274
C -3.424132 0.817365 -0.904209 -0.079 0.039 0.235
C -4.016348 0.897137 0.345465 0.186 -0.107 -0.054
C -3.291987 0.536501 1.461521 -0.056 0.046 -0.219
C -1.968618 0.115330 1.386001 0.273 -0.211 -0.410
C -1.256435 0.047666 2.722695 0.050 0.028 0.322
C -1.156620 1.480641 3.274075 -0.004 -0.162 0.035
C 0.124232 -0.588978 2.800117 -0.121 -0.039 0.085
C -1.401357 -0.049196 0.098453 -2.076 0.637 0.356
N -0.123928 -0.535664 -0.107095 1.763 0.193 -0.283
C 0.219075 -1.819811 0.076729 -0.320 -0.129 -0.111
C -0.696180 -2.794190 0.553387 -0.111 -0.199 -0.026
C -0.304316 -4.087956 0.803419 -0.229 0.071 0.062
C 1.003129 -4.496337 0.560801 0.007 0.207 -0.023
C 1.914299 -3.586338 0.041489 0.156 0.304 -0.090
C 1.523371 -2.292900 -0.193909 0.289 -0.187 -0.014
F 2.448594 -1.439056 -0.717614 -0.189 -0.261 0.143
H -1.944216 -1.250524 -4.074145 0.015 -0.108 -0.174
H -3.403806 -0.786217 -3.203790 -0.128 0.021 -0.010
H -2.288241 -1.943691 -2.484069 -0.024 -0.155 0.026
H -0.529178 -0.176327 -2.358796 -0.224 0.028 -0.091
H -2.704626 1.620667 -3.523257 -0.162 0.074 -0.067
H -1.176542 1.165498 -4.263496 0.011 0.038 -0.181
H -1.192255 2.210579 -2.838348 0.043 0.119 0.041
H -3.993945 1.106377 -1.772115 -0.028 0.018 -0.173
H -5.030941 1.243912 0.447772 -0.163 0.036 0.002
H -3.751095 0.607456 2.434036 -0.046 0.066 0.191
H -1.912467 -0.518979 3.395775 0.033 0.045 -0.054
H -0.547890 2.090381 2.611831 0.088 0.122 -0.105
H -0.693956 1.467378 4.258288 0.029 0.022 0.114
H -2.132262 1.949492 3.359847 -0.054 0.059 -0.003
H 0.815221 -0.113248 2.107086 0.148 0.061 0.005
H 0.094837 -1.656914 2.599344 0.121 -0.032 0.056
H 0.508865 -0.446276 3.807770 0.057 -0.036 0.064
H -1.714067 -2.487526 0.738708 -0.078 0.054 0.005
H -1.017838 -4.791653 1.204272 -0.080 -0.036 -0.024
H 1.313025 -5.506702 0.768891 0.027 -0.130 -0.007
H 2.931161 -3.864627 -0.180964 0.135 -0.063 -0.037
N 3.092493 1.775235 -1.851280 -0.468 -0.069 0.145
C 3.959120 2.552113 -0.961504 0.402 0.075 0.487
C 4.328355 1.729023 0.270021 0.050 0.240 -0.131
N 3.112068 1.410041 1.017926 0.272 0.037 0.369
H 3.608852 1.005739 -2.267365 -0.009 0.036 -0.093
H 2.756241 2.368744 -2.602384 -0.150 -0.116 -0.021
H 3.395471 3.431207 -0.641687 0.049 0.022 -0.086
H 4.872135 2.881278 -1.466365 -0.120 -0.011 -0.015
H 5.047948 2.298866 0.869653 -0.007 -0.126 -0.130
H 4.795501 0.787839 -0.032473 0.071 0.070 0.009
H 2.766739 2.249302 1.478279 -0.098 -0.137 0.028
H 3.311792 0.724028 1.738291 -0.086 0.066 0.007
Br 0.091771 3.027030 -0.228913 0.238 -0.158 -0.145


3.
27
Properties=species:S:1:pos:R:3:forces:R:3 method="wB97M-V/def2-TZVPD" largest_force_ha_per_bohr=0.007 homo_energy_ev="-2.080 / -2.059" orbital_gap_ev="6.44 / 6.42" e_above_lowest_kcal_mol=0.0 total_charge=-2 multiplicity=2
Co 0.360938 1.330233 1.152999 0.232 0.001 0.118
O 2.358012 -2.521568 -2.887502 -0.003 0.015 0.022
C 1.960961 -1.633780 -1.920618 0.011 -0.028 -0.045
C 1.816812 -2.033005 -0.595912 -0.025 0.091 0.078
C 1.396516 -1.085384 0.315707 0.016 0.034 0.001
N 1.152730 0.152297 -0.078674 -0.071 -0.093 -0.100
C 1.298050 0.559974 -1.330890 0.024 0.006 0.058
C 1.716733 -0.320147 -2.308145 -0.022 0.058 0.082
C 0.949324 2.044184 -1.483076 -0.177 -0.038 0.006
O 1.093664 2.582219 -2.576661 0.080 -0.026 0.002
O 0.528166 2.569987 -0.394493 0.090 -0.093 -0.052
C 1.156973 -1.265917 1.817187 -0.164 -0.008 -0.006
O 1.404878 -2.355230 2.329194 0.073 0.007 -0.038
O 0.712339 -0.208349 2.379209 0.028 -0.064 -0.128
H 2.416680 -3.392354 -2.481332 -0.005 0.013 -0.005
H 2.003122 -3.046084 -0.260236 0.003 -0.010 -0.014
H 1.823548 0.010390 -3.330538 0.007 -0.020 -0.022
F -4.086883 -1.478391 0.032463 0.007 -0.082 -0.004
C -3.669268 -0.193909 0.091451 0.094 -0.018 -0.014
F -4.228373 0.332903 1.187524 0.005 0.044 0.068
F -4.242021 0.430907 -0.969000 0.020 0.032 -0.046
C -2.102783 -0.072637 0.029363 -0.188 0.053 -0.111
O -1.571196 -0.816513 -0.792884 0.064 -0.117 -0.045
O -1.642347 0.795887 0.794659 -0.040 0.101 0.139
Se 0.462034 3.123274 2.853421 -0.225 0.236 0.110
C -1.070981 3.187180 3.871268 0.190 -0.102 -0.067
N -1.997627 3.303833 4.555515 -0.022 0.009 0.009


4.
45
Properties=species:S:1:pos:R:3:forces:R:3 method="wB97M-V/def2-TZVPD" largest_force_ha_per_bohr=0.166 homo_energy_ev=-9.486 orbital_gap_ev=8.64 e_above_lowest_kcal_mol=203.3
H 0.173343 0.355889 -0.389630 3.099 -0.974 0.459
H -1.035594 0.842022 0.407970 0.077 -0.350 1.771
H 3.691359 -1.634990 -2.151214 0.203 0.794 -0.181
H 2.587073 -2.638455 -2.482817 0.543 0.034 -0.161
H -3.583718 2.353282 1.687442 0.269 0.315 0.609
H -2.314332 2.794148 1.043801 -0.251 0.043 1.625
H -5.936408 -0.139389 0.633043 -0.229 -0.696 0.011
H -4.906432 0.942900 0.939832 -1.779 -0.375 -0.964
H 2.776354 3.502499 -1.400717 -0.142 0.000 0.024
H 1.293326 3.036192 -1.178120 1.020 0.354 -0.584
H -0.998866 1.477980 -1.756193 0.546 -0.771 -1.197
H -0.966234 0.419198 -2.829284 -1.853 -1.417 -2.691
H -2.958991 -2.147318 -1.985512 -1.094 0.753 -0.335
H -1.696946 -2.921783 -2.121420 -1.018 0.146 1.116
H 0.181435 1.121948 2.848940 0.671 -0.161 -0.112
H -1.109188 0.991451 3.613211 1.371 0.899 0.335
H -0.616051 3.671983 -2.249702 0.394 1.263 -1.174
H 0.628842 3.547085 -2.955019 2.503 -1.488 -0.832
H 1.883734 -2.112851 0.020666 -0.696 -0.048 3.010
H 2.001818 -2.914730 1.338623 -0.204 0.615 0.029
H -3.896103 -2.538771 0.883634 0.332 -0.319 0.615
H -4.569140 -3.959097 0.524964 0.550 1.480 0.020
H 3.971387 -0.844063 0.652207 0.093 2.507 0.247
H 3.646182 0.684056 0.293939 -0.361 -0.167 -0.569
H 2.278372 -0.756905 2.090803 0.741 -0.134 0.328
H 3.715813 -1.029841 2.517791 3.154 -0.025 -1.187
H 1.396857 1.695027 1.285192 -2.334 1.402 -1.767
H 2.893195 2.118976 1.513486 -0.367 0.308 -0.029
H 0.980205 -2.947325 -1.511388 -0.790 -1.290 1.593
H -0.014630 -3.473572 -0.411851 -1.407 0.405 0.340
O -0.699913 0.595040 -0.444914 -4.462 0.228 7.279
O 3.480513 -2.558946 -2.119890 -0.590 -0.708 0.205
O -2.688537 2.631686 1.957690 -0.067 -0.267 -2.284
O -5.780619 0.784909 0.467061 2.001 0.915 0.910
O 1.970411 3.244764 -1.861983 0.312 -0.893 1.243
O -0.433018 0.842890 -2.229193 2.572 3.209 -5.453
O -2.422073 -2.719315 -1.464416 2.530 -0.955 -1.070
O -0.205159 1.415169 3.669934 -2.008 -0.750 -0.004
O -0.035715 4.173238 -2.889793 -4.025 0.788 1.264
O 1.687239 -2.044784 1.031755 0.663 -0.167 -3.076
O -4.366647 -3.038621 0.226287 -1.266 -1.134 -0.348
O 4.076139 0.129960 0.934379 1.492 -2.528 -1.102
O 2.875262 -0.939252 2.825312 -3.517 -0.020 3.367
O 2.171425 1.527185 1.731602 1.871 -0.831 1.757
O 0.874011 -3.539471 -0.706497 1.451 0.012 -3.036


5.
55
Properties=species:S:1:pos:R:3:forces:R:3 method="wB97M-V/def2-TZVPD" largest_force_ha_per_bohr=0.023 homo_energy_ev=-8.435 orbital_gap_ev=9.02 e_above_lowest_kcal_mol=40.6 smiles="Cc1ccc(C)c(N(CC(=O)NCc2ccco2)C(=O)CCC(=O)Nc2nccs2)c1"
C -4.092160 -3.521903 -1.627415 0.021 -0.064 -0.019
C -2.985448 -3.207518 -0.668730 0.057 0.038 0.042
C -2.786714 -3.977503 0.471251 0.021 0.062 -0.040
C -1.751758 -3.699556 1.343829 -0.006 0.019 -0.022
C -0.879101 -2.641652 1.119595 -0.015 0.105 -0.101
C 0.263148 -2.369744 2.048689 0.036 -0.025 -0.027
C -1.091767 -1.862527 -0.016886 -0.317 -0.320 0.180
N -0.221385 -0.773725 -0.319130 0.153 -0.374 -0.223
C 0.868118 -1.053744 -1.240839 0.330 0.025 -0.221
C 2.192476 -1.313040 -0.509888 -0.445 0.249 -0.186
O 2.731610 -2.400851 -0.494096 0.185 -0.453 -0.088
N 2.660975 -0.224426 0.121023 0.118 0.427 0.281
C 3.918030 -0.228045 0.843078 0.053 0.077 -0.055
C 4.974995 0.524447 0.103055 0.192 -0.760 -0.454
C 5.718925 0.189281 -0.990178 -0.370 0.032 0.561
C 6.529019 1.314719 -1.277125 -0.044 0.478 0.291
C 6.214498 2.248202 -0.339871 0.550 -0.022 -0.697
O 5.273512 1.781804 0.497547 -0.307 0.061 0.406
C -0.408128 0.476494 0.132421 -0.170 0.078 0.570
O 0.373303 1.384369 -0.133327 0.045 0.261 -0.096
C -1.650764 0.731179 0.966422 0.129 0.170 0.014
C -2.872021 0.953706 0.051761 -0.084 -0.199 -0.036
C -2.423612 1.541274 -1.262124 -0.457 -0.035 0.199
O -2.347110 0.903417 -2.288268 0.070 -0.174 -0.199
N -2.055791 2.866140 -1.276126 0.172 0.136 -0.773
C -2.068247 3.800632 -0.282667 0.293 1.113 0.163
N -2.558199 3.676957 0.900435 -0.258 -0.797 -0.215
C -2.421795 4.816525 1.622230 0.290 0.758 -0.022
C -1.818978 5.848323 0.985393 -0.041 -0.099 -0.009
S -1.379926 5.389727 -0.618521 -0.280 -0.562 0.336
C -2.121233 -2.148346 -0.902658 0.045 -0.135 0.078
H -4.266156 -2.688796 -2.303323 -0.068 0.027 -0.069
H -5.013630 -3.744967 -1.093036 -0.093 -0.006 -0.025
H -3.832247 -4.397150 -2.222842 -0.057 -0.043 -0.085
H -3.447898 -4.807444 0.674130 -0.086 -0.096 0.031
H -1.610832 -4.318437 2.218022 0.019 -0.052 0.105
H 0.099750 -2.851295 3.009504 0.002 -0.002 0.071
H 1.183589 -2.766004 1.619713 0.116 0.023 0.038
H 0.403067 -1.301424 2.205838 0.058 0.048 0.072
H 0.989553 -0.192250 -1.904969 -0.035 -0.099 0.027
H 0.610535 -1.939316 -1.822982 0.090 0.114 0.093
H 2.149249 0.648438 0.026587 -0.038 -0.173 -0.050
H 3.773896 0.226051 1.827548 0.062 -0.124 -0.037
H 4.212362 -1.275797 0.951101 -0.006 0.207 0.078
H 5.689944 -0.742828 -1.515972 -0.058 -0.243 -0.068
H 7.243781 1.409912 -2.068435 0.170 0.101 -0.136
H 6.576794 3.241985 -0.166280 -0.019 0.134 0.108
H -1.847264 -0.100597 1.641475 -0.026 0.017 0.006
H -1.470381 1.637164 1.545629 0.064 -0.157 -0.060
H -3.571089 1.628633 0.543259 0.034 -0.096 0.005
H -3.356970 0.001277 -0.164344 0.042 0.146 -0.096
H -1.662310 3.171172 -2.159682 -0.103 -0.226 0.124
H -2.793381 4.831021 2.630320 -0.027 0.110 0.186
H -1.604888 6.832049 1.348100 0.024 0.209 0.126
H -2.239941 -1.526028 -1.778222 -0.033 0.112 -0.077


6.
16
Properties=species:S:1:pos:R:3:forces:R:3 method="wB97M-V/def2-TZVPD" largest_force_ha_per_bohr=0.019 homo_energy_ev=-9.412 orbital_gap_ev=10.20 e_above_lowest_kcal_mol=102.6
C -1.560678 -0.200090 1.329277 -0.256 0.146 0.020
O -0.217318 -0.613451 1.373387 0.044 -0.090 0.071
C 0.239946 -1.177394 0.163129 0.056 -0.110 -0.153
C 0.884882 -0.166302 -0.770766 -0.227 0.450 -0.062
C 1.894178 0.792598 -0.229795 0.219 0.031 0.123
N 0.445331 0.208312 -1.914694 0.244 0.129 0.483
O -0.969871 0.014951 -1.967556 -0.316 -0.178 -0.214
H -1.823833 0.127632 2.338029 -0.005 -0.070 -0.168
H -1.706158 0.645481 0.640333 -0.024 -0.072 0.106
H -2.229550 -1.018354 1.016768 0.165 0.183 0.084
H -0.552707 -1.731199 -0.354259 0.119 0.176 0.066
H 1.022163 -1.892412 0.447327 0.002 0.150 -0.105
H 2.427597 0.483119 0.666676 0.148 -0.178 -0.186
H 1.210492 1.605491 0.055698 0.481 0.084 0.259
H 2.536511 1.197497 -1.015308 0.027 -0.166 0.164
H -1.170416 0.788797 -1.412129 -0.677 -0.484 -0.489